Record 1
Here is a cluster of 5 separate species, CH12O5 in total in a non-equilibrium geometry from the Open Molecules 2025 dataset. Energies are from ωB97M-V with the def2-TZVPD basis set.

The geometry in XYZ format:
```
18
Properties=species:S:1:pos:R:3:forces:R:3
C -0.95226 -0.15564 2.17907 0.614 1.125 -2.575
O 1.85056 -0.39999 0.69708 -0.011 1.169 0.418
H -0.85861 0.60838 2.98827 -0.168 -0.396 -0.995
H 0.44806 0.13691 -3.58702 -1.147 1.125 -1.762
H -1.12474 -2.74353 -1.30468 -0.328 -0.625 0.447
H -0.99705 1.17816 0.67835 -0.236 0.831 -0.506
H 0.33674 2.85668 -0.38291 -1.459 -0.736 1.924
O 0.97292 3.08615 -1.01723 2.099 0.749 -2.205
H -1.68944 -2.22545 -0.11233 -0.556 3.871 2.354
H 1.86377 2.88805 -0.68248 -0.673 -0.116 0.212
O -0.64251 0.28187 0.74247 -0.012 0.017 1.726
H -1.93032 -0.47835 1.88857 -0.879 -0.798 1.569
H 0.88424 -0.38589 0.59902 -0.248 0.999 -0.153
H 2.02202 -1.29061 0.50892 0.938 -2.062 -0.489
H 0.77372 0.63308 -2.13085 -0.300 0.403 -0.209
O -1.61754 -3.03028 -0.50518 0.971 -3.077 -2.821
H -0.17193 -0.88442 2.21994 -0.041 -0.962 1.018
O 0.83238 -0.07514 -2.77902 1.436 -1.517 2.047
```
Forces are in eV/Å.

Calculated values
ΔE to the lowest compared entry with this formula, charge and spin (eV): 1.094
Charge: -1
Energy (a.u.): -421.4119
HOMO (spin up / spin down) (eV): 0.47 / -6.95
HOMO-LUMO gap (spin up / spin down) (Eh): 0.122 / 0.384
Multiplicity: 2

natural (NBO) population analysis, charges in e, atoms 1 to 4:
1. C -0.47
2. O -0.98
3. H 0.17
4. H 0.45

---

Record 2
Here is a structure of composition CH13MnO10P in a non-equilibrium geometry from the Open Molecules 2025 dataset. Energies are from ωB97M-V with the def2-TZVPD basis set.

The geometry in XYZ format:
```
26
Properties=species:S:1:pos:R:3:forces:R:3
O -3.28367 1.01480 -0.52856 0.050 -0.014 0.425
H -3.68639 0.26458 -0.97873 0.107 0.040 -0.181
P -0.62566 -0.79499 -2.32316 -0.126 0.051 0.650
H -1.75699 -1.43768 1.84392 -0.068 -0.016 -0.168
H -0.74423 2.69398 0.66634 -0.019 -0.270 -0.166
H 1.42210 -1.29350 2.56574 -0.083 -0.154 -0.243
H 2.84068 2.37806 1.15277 -0.044 0.072 -0.096
H 1.41835 2.96026 0.25306 0.253 0.125 -0.012
H -2.13376 -1.42846 0.32513 0.427 0.152 -0.309
O 0.50349 -1.39179 -1.34725 -0.039 -0.069 0.211
O 1.32224 -0.80918 1.73938 0.969 0.184 0.889
O 0.86162 -3.54304 0.17914 0.395 0.432 0.116
O -0.98796 0.51733 -1.42328 -0.177 0.332 0.092
H 0.80310 -2.64985 -0.31826 -0.580 -0.583 -0.267
O -1.85275 -1.70068 -2.35330 -0.158 -0.006 0.362
H 3.00055 2.84470 -0.56693 -0.021 0.206 0.197
H -1.01461 2.07376 2.05821 -0.039 -0.037 -0.122
O -0.08792 -0.35108 -3.64756 0.242 -0.102 -0.449
H 1.67273 -3.92283 -0.16964 -0.053 0.015 -0.082
H -2.27907 0.86263 -0.78703 -0.630 -0.077 -0.509
C 2.32852 2.30877 0.14657 0.244 1.067 0.131
Mn 0.19037 0.08980 0.14765 0.803 -0.079 -2.025
O -0.73180 1.86528 1.16220 -0.109 0.512 0.565
O -1.43315 -1.21206 0.96710 -0.497 -0.305 0.505
O 2.06400 1.07912 -0.27660 -0.467 -1.473 0.761
H 2.19019 -0.41793 1.51306 -0.381 -0.005 -0.277
```
Forces are in eV/Å.

Calculated values
Charge: -2
Energy (a.u.): -2290.8028
HOMO (spin up / spin down) (eV): 0.18 / 0.05
HOMO-LUMO gap (spin up / spin down) (Eh): 0.163 / 0.166
Multiplicity: 6

natural (NBO) population analysis, charges in e, atoms 1 to 4:
1. O -1.07
2. H 0.46
3. P 2.52
4. H 0.46

---

Record 3
Here is a cluster of 6 separate species, CH13O5S in total in a non-equilibrium geometry from the Open Molecules 2025 dataset. Energies are from ωB97M-V with the def2-TZVPD basis set.

The geometry in XYZ format:
```
20
Properties=species:S:1:pos:R:3:forces:R:3
H -2.31909 0.94732 1.42886 -0.159 0.510 0.502
H -2.83570 2.25156 2.14759 0.208 -0.657 -0.292
C -0.48738 -2.73831 -0.51866 0.581 0.582 -0.888
H 0.25130 3.90517 -2.04496 -0.274 -0.081 0.167
H -1.08029 -1.19420 2.07479 -0.585 -0.322 0.019
H -0.57087 -3.76555 -0.87335 0.040 -0.051 0.171
H 0.47908 -0.00223 -1.17603 -0.394 -0.176 -0.242
H -1.32913 -2.18588 -0.93320 -0.327 -0.051 0.281
H -0.79455 0.71089 -0.65199 -0.444 -0.203 0.379
O -0.60422 -0.74675 2.77614 -0.243 -0.083 -0.084
H -0.48436 -2.71391 0.56614 -0.101 -0.097 0.180
H -0.39078 2.55643 -1.78911 0.138 -0.393 0.241
O -2.88732 1.28052 2.14342 -0.138 0.252 -0.173
O -0.05178 0.85308 -1.22493 0.432 0.479 -0.315
S 1.03511 -1.94739 -1.23527 0.112 -0.467 0.454
H 2.44201 0.62744 1.35569 0.350 0.130 -1.157
H 2.56716 0.39240 -0.17836 -0.538 -0.699 -0.306
O -0.57191 3.50674 -1.73112 0.169 0.569 -0.352
O 2.87746 0.94108 0.53396 0.231 0.504 1.482
H 0.21843 -0.62617 2.31450 0.943 0.252 -0.068
```
Forces are in eV/Å.

Calculated values
ΔE to the lowest compared entry with this formula, charge and spin (eV): 1.317
Charge: -1
Energy (a.u.): -820.3220
HOMO (eV): -3.55
HOMO-LUMO gap (Eh): 0.248

natural (NBO) population analysis, charges in e, atoms 1 to 4:
1. H 0.47
2. H 0.47
3. C -0.72
4. H 0.46

---

Record 4
Here is a cluster of 5 separate species, CH14N2O4 in total in a non-equilibrium geometry from the Open Molecules 2025 dataset. Energies are from ωB97M-V with the def2-TZVPD basis set.

The geometry in XYZ format:
```
21
Properties=species:S:1:pos:R:3:forces:R:3
C -0.38287 0.63735 2.12300 0.639 2.875 -6.596
H -0.38668 0.29553 3.01502 -0.036 -2.196 6.251
O -1.59277 -2.29599 0.18561 0.212 0.601 0.193
H 0.00671 2.89486 -1.57451 1.243 -1.548 1.510
H -2.44351 -1.84504 0.20673 -0.141 -0.205 -0.146
H 1.23929 -0.49995 1.55255 0.306 -0.098 -0.042
O 0.50202 2.28755 -0.92409 -0.737 0.590 -2.569
N 0.00463 2.02665 2.06238 -4.260 -0.300 -4.663
H 1.96166 0.11281 -2.26933 4.143 0.075 -4.799
H -1.36331 0.76017 1.75296 -1.547 -0.847 -0.242
H -0.73528 -2.36489 -1.33616 -0.159 0.079 -0.210
H 0.78306 2.29967 2.45595 5.127 1.274 2.713
H 0.85282 -0.81383 -1.71675 0.982 1.871 -0.159
H -0.11638 -2.81234 -2.76252 -0.374 1.925 1.645
H -0.98750 -1.61515 0.57877 0.054 -0.566 0.345
H 0.86105 1.46024 -1.46154 -1.093 1.750 1.429
O 1.40195 0.07149 -1.60043 -4.635 -2.828 4.225
N 0.29028 -0.34536 1.26366 -0.319 -1.199 3.980
H 0.03839 2.36080 1.03024 -0.106 -0.862 2.276
O -0.27926 -2.02124 -2.14045 0.546 -1.905 -1.419
H 0.26696 -0.16051 0.34315 0.156 1.513 -3.721
```
Forces are in eV/Å.

Calculated values
ΔE to the lowest compared entry with this formula, charge and spin (eV): 1.768
Charge: 0
SMILES: NCN.O.O.O.O
Energy (a.u.): -456.9147
HOMO (eV): -8.63
HOMO-LUMO gap (Eh): 0.337

natural (NBO) population analysis, charges in e, atoms 1 to 4:
1. C -0.04
2. H 0.17
3. O -0.98
4. H 0.47

---

Record 5
Here is a cluster of 6 separate species, CH14N2O5 in total in a non-equilibrium geometry from the Open Molecules 2025 dataset. Energies are from ωB97M-V with the def2-TZVPD basis set.

The geometry in XYZ format:
```
22
Properties=species:S:1:pos:R:3:forces:R:3
H 0.43633 -1.62213 2.85591 0.043 -0.024 0.292
H -0.46364 1.83410 0.78746 0.117 0.001 0.287
H 1.62253 0.88456 1.13290 0.102 -0.018 -0.186
H -0.15280 -1.35270 -1.04081 -0.569 0.085 0.184
O -1.63482 0.34980 1.44658 0.442 -0.525 -0.245
H -0.99581 0.29485 -2.14714 0.001 0.274 -0.316
O 0.43824 2.11611 0.56287 -0.338 0.036 -0.248
O 0.19633 -1.37932 1.96311 0.265 -0.283 -0.432
H 2.03425 -1.65037 -0.82871 -0.210 -0.359 -0.305
O -2.40696 -0.36018 -1.14006 0.162 -1.323 -0.985
C 0.55091 -0.72443 -1.56395 0.900 0.463 -0.023
N 1.79192 -0.94148 -1.51068 0.741 0.334 -0.217
H -2.38505 -0.00864 1.92043 -0.333 0.111 0.204
H 0.37771 0.77545 -3.02906 0.588 -0.140 -0.178
H -0.91823 -0.35109 1.60263 -0.557 0.677 0.117
H 0.45375 1.98756 -0.39791 0.147 -0.089 -0.018
H -3.05442 0.21785 -1.50447 -0.858 0.704 -0.062
H 1.00759 -0.99950 1.56523 0.179 -0.084 0.056
H -2.17561 -0.08461 -0.25976 0.087 0.621 1.163
H 3.00526 0.48291 0.63312 0.061 -0.276 -0.191
O 2.26162 0.13850 1.13340 -0.095 0.382 0.602
N 0.01090 0.39275 -2.18110 -0.875 -0.565 0.501
```
Forces are in eV/Å.

Calculated values
ΔE to the lowest compared entry with this formula, charge and spin (eV): 0.000
Charge: 0
SMILES: [H]/N=C/N.O.O.O.O.O
Energy (a.u.): -532.2218
HOMO (eV): -9.12
HOMO-LUMO gap (Eh): 0.353

natural (NBO) population analysis, charges in e, atoms 1 to 4:
1. H 0.49
2. H 0.50
3. H 0.51
4. H 0.16